Computed, not measured: a cluster of 17 separate species, C68H160Cl8N12O22P4 in total, with ωB97M-V/def2-TZVPD.

Bonds (Å) are listed after each position.
Atoms and positions in Å:
1 O -4.71 5.21 5.31  C2 1.188
2 C -5.08 5.10 6.44  O1 1.188, O3 1.343, C6 1.476
3 O -4.19 4.93 7.43  C2 1.343, C4 1.425
4 C -2.84 4.71 7.03  O3 1.425, C5 1.503, H7 1.088, H8 1.085
5 C -2.16 6.05 7.08  C4 1.503, H9 1.079, H10 1.097, H11 1.080
6 C -6.48 5.20 6.91  C2 1.476, H12 1.126, H13 1.112, H14 1.060
7 H -2.78 4.35 6.01  C4 1.088
8 H -2.43 3.98 7.73  C4 1.085
9 H -2.25 6.57 8.02  C5 1.079
10 H -2.61 6.66 6.29  C5 1.097
11 H -1.09 6.07 6.94  C5 1.080
12 H -6.57 6.23 7.36  C6 1.126
13 H -6.77 4.44 7.67  C6 1.112
14 H -7.09 5.14 6.04  C6 1.060
15 O 5.80 -4.35 -3.24  C16 1.235
16 C 5.00 -5.25 -3.54  O15 1.235, O17 1.379, C20 1.472
17 O 3.63 -5.08 -3.56  C16 1.379, C18 1.438
18 C 3.08 -3.86 -3.05  O17 1.438, C19 1.541, H21 1.117, H22 1.045
19 C 1.68 -4.38 -2.67  C18 1.541, H23 1.086, H24 1.083, H25 1.103
20 C 5.43 -6.61 -3.90  C16 1.472, H26 1.082, H27 1.071, H28 1.116
21 H 3.13 -3.03 -3.79  C18 1.117
22 H 3.65 -3.61 -2.21  C18 1.045
23 H 1.22 -4.90 -3.51  C19 1.086
24 H 1.04 -3.52 -2.47  C19 1.083
25 H 1.73 -4.88 -1.69  C19 1.103
26 H 5.42 -7.23 -3.01  C20 1.082
27 H 6.45 -6.64 -4.24  C20 1.071
28 H 4.82 -7.06 -4.71  C20 1.116
29 O 0.16 -1.55 -6.32  C30 1.184
30 C 0.60 -2.63 -6.15  O29 1.184, O31 1.344, C34 1.521
31 O 1.89 -2.98 -6.05  C30 1.344, C32 1.453
32 C 2.85 -1.91 -6.29  O31 1.453, C33 1.482, H35 1.056, H36 1.079
33 C 3.77 -2.16 -7.42  C32 1.482, H37 1.084, H38 1.131, H39 1.129
34 C -0.32 -3.84 -6.14  C30 1.521, H40 1.097, H41 1.169, H42 1.063
35 H 3.37 -1.86 -5.37  C32 1.056
36 H 2.31 -0.98 -6.29  C32 1.079
37 H 3.22 -2.08 -8.35  C33 1.084
38 H 4.31 -3.15 -7.36  C33 1.131
39 H 4.60 -1.40 -7.55  C33 1.129
40 H 0.16 -4.79 -6.42  C34 1.097
41 H -1.26 -3.59 -6.80  C34 1.169
42 H -0.60 -4.01 -5.13  C34 1.063
43 O -4.19 0.66 1.90  C44 1.238
44 C -4.26 1.74 1.31  O43 1.238, O45 1.319, C48 1.466
45 O -3.86 1.82 0.05  C44 1.319, C46 1.483
46 C -3.71 0.56 -0.71  O45 1.483, C47 1.590, H49 1.113, H50 1.090
47 C -5.01 0.43 -1.62  C46 1.590, H51 1.146, H52 1.074, H53 1.108
48 C -4.66 3.06 1.79  C44 1.466, H54 1.072, H55 1.104, H56 1.099
49 H -3.59 -0.38 -0.12  C46 1.113
50 H -2.83 0.79 -1.31  C46 1.090
51 H -4.80 -0.46 -2.30  C47 1.146
52 H -4.92 1.32 -2.22  C47 1.074
53 H -6.00 0.30 -1.14  C47 1.108
54 H -4.82 2.89 2.84  C48 1.072
55 H -5.54 3.37 1.21  C48 1.104
56 H -3.86 3.78 1.57  C48 1.099
57 O -5.39 4.85 -4.33  C58 1.189
58 C -5.16 4.00 -3.54  O57 1.189, O59 1.356, C62 1.542
59 O -6.00 2.94 -3.40  C58 1.356, C60 1.406
60 C -7.07 2.86 -4.30  O59 1.406, C61 1.533, H63 1.105, H64 1.087
61 C -8.00 1.69 -3.95  C60 1.533, H65 1.087, H66 1.078, H67 1.092
62 C -3.96 3.96 -2.57  C58 1.542, H68 1.063, H69 1.084, H70 1.106
63 H -6.67 2.86 -5.33  C60 1.105
64 H -7.64 3.78 -4.35  C60 1.087
65 H -7.43 0.82 -3.65  C61 1.087
66 H -8.66 1.41 -4.76  C61 1.078
67 H -8.72 1.89 -3.16  C61 1.092
68 H -3.74 4.93 -2.20  C62 1.063
69 H -3.13 3.67 -3.20  C62 1.084
70 H -4.11 3.21 -1.78  C62 1.106
71 O 4.98 -3.46 6.45  C72 1.203
72 C 4.82 -3.06 7.58  O71 1.203, O73 1.371, C76 1.517
73 O 3.60 -3.03 8.20  C72 1.371, C74 1.435
74 C 2.51 -3.68 7.53  O73 1.435, C75 1.488, H77 1.131, H78 1.051
75 C 1.25 -3.16 8.13  C74 1.488, H79 1.064, H80 1.090, H81 1.061
76 C 5.84 -2.35 8.45  C72 1.517, H82 1.086, H83 1.119, H84 1.050
77 H 2.71 -4.77 7.77  C74 1.131
78 H 2.55 -3.61 6.48  C74 1.051
79 H 1.10 -3.62 9.07  C75 1.064
80 H 0.35 -3.22 7.52  C75 1.090
81 H 1.28 -2.12 8.34  C75 1.061
82 H 6.27 -3.09 9.12  C76 1.086
83 H 5.30 -1.60 9.09  C76 1.119
84 H 6.53 -1.91 7.80  C76 1.050
85 O 5.47 -2.53 1.64  C86 1.217
86 C 6.49 -2.24 1.04  O85 1.217, O87 1.368, C90 1.509
87 O 7.69 -2.87 1.28  C86 1.368, C88 1.435
88 C 7.68 -3.67 2.47  O87 1.435, C89 1.490, H91 1.124, H92 1.081
89 C 8.95 -4.44 2.45  C88 1.490, H93 1.061, H94 1.064, H95 1.113
90 C 6.67 -1.13 0.04  C86 1.509, H96 1.077, H97 1.154, H98 1.112
91 H 6.76 -4.33 2.46  C88 1.124
92 H 7.64 -3.01 3.32  C88 1.081
93 H 9.00 -5.00 3.35  C89 1.061
94 H 9.79 -3.78 2.47  C89 1.064
95 H 8.97 -4.94 1.46  C89 1.113
96 H 7.66 -0.96 -0.35  C90 1.077
97 H 6.30 -0.12 0.47  C90 1.154
98 H 6.10 -1.36 -0.89  C90 1.112
99 O 4.68 1.83 2.36  C100 1.229
100 C 3.62 1.26 2.13  O99 1.229, O101 1.380, C104 1.526
101 O 2.85 1.47 1.01  C100 1.380, C102 1.459
102 C 3.50 2.31 0.01  O101 1.459, C103 1.553, H105 1.105, H106 1.103
103 C 3.41 3.82 0.36  C102 1.553, H107 1.129, H108 1.110, H109 1.075
104 C 3.12 0.06 2.93  C100 1.526, H110 1.128, H111 1.092, H112 1.048
105 H 2.94 2.15 -0.93  C102 1.105
106 H 4.54 2.00 -0.18  C102 1.103
107 H 2.31 4.07 0.43  C103 1.129
108 H 3.80 4.50 -0.43  C103 1.110
109 H 3.91 3.95 1.30  C103 1.075
110 H 2.00 0.02 2.77  C104 1.128
111 H 3.37 -0.05 3.99  C104 1.092
112 H 3.61 -0.78 2.54  C104 1.048
113 O 0.25 0.47 -0.94  C114 1.213
114 C 0.20 0.32 0.26  O113 1.213, O115 1.343, C118 1.462
115 O 0.41 -0.87 0.86  C114 1.343, C116 1.454
116 C 0.84 -2.00 0.05  O115 1.454, C117 1.542, H119 1.103, H120 1.135
117 C 2.38 -2.06 -0.03  C116 1.542, H121 1.099, H122 1.121, H123 1.142
118 C -0.22 1.40 1.15  C114 1.462, H124 1.077, H125 1.108, H126 1.094
119 H 0.45 -1.87 -0.98  C116 1.103
120 H 0.33 -2.87 0.55  C116 1.135
121 H 2.80 -2.56 0.85  C117 1.099
122 H 2.79 -1.04 -0.27  C117 1.121
123 H 2.75 -2.76 -0.85  C117 1.142
124 H -1.27 1.60 0.99  C118 1.077
125 H 0.36 2.26 0.77  C118 1.108
126 H -0.05 1.20 2.21  C118 1.094
127 Cl 4.31 0.15 -2.32  C128 1.772
128 C 2.74 0.01 -3.14  Cl127 1.772, C129 1.492, H131 1.070, H132 1.079
129 C 2.45 1.29 -3.86  C128 1.492, Cl130 1.779, H133 1.085, H134 1.126
130 Cl 3.57 1.64 -5.20  C129 1.779
131 H 1.97 -0.30 -2.47  C128 1.070
132 H 2.98 -0.81 -3.80  C128 1.079
133 H 2.52 2.12 -3.17  C129 1.085
134 H 1.38 1.28 -4.21  C129 1.126
135 Cl -1.84 -1.92 -2.42  C136 1.837
136 C -1.62 -0.58 -3.66  Cl135 1.837, C137 1.505, H139 1.100, H140 1.112
137 C -2.93 -0.25 -4.32  C136 1.505, Cl138 1.770, H141 1.117, H142 1.112
138 Cl -3.91 -1.70 -4.61  C137 1.770
139 H -0.89 -1.02 -4.35  C136 1.100
140 H -1.20 0.34 -3.20  C136 1.112
141 H -2.61 0.38 -5.18  C137 1.117
142 H -3.44 0.48 -3.65  C137 1.112
143 Cl 4.08 5.61 6.32  C144 1.756
144 C 2.73 6.43 5.54  Cl143 1.756, C145 1.484, H147 1.082, H148 1.139
145 C 2.24 5.68 4.36  C144 1.484, Cl146 1.780, H149 1.096, H150 1.082
146 Cl 1.30 4.26 4.87  C145 1.780
147 H 3.22 7.28 5.08  C144 1.082
148 H 1.93 6.61 6.32  C144 1.139
149 H 3.03 5.27 3.73  C145 1.096
150 H 1.57 6.31 3.78  C145 1.082
151 Cl -1.43 -0.19 4.46  C152 1.805
152 C -2.11 -1.17 3.10  Cl151 1.805, C153 1.560, H155 1.137, H156 1.096
153 C -3.59 -1.60 3.34  C152 1.560, Cl154 1.797, H157 1.123, H158 1.063
154 Cl -3.84 -2.78 4.67  C153 1.797
155 H -1.42 -2.04 2.88  C152 1.137
156 H -2.15 -0.48 2.25  C152 1.096
157 H -4.04 -1.95 2.37  C153 1.123
158 H -4.10 -0.69 3.58  C153 1.063
159 O 0.48 7.58 2.78  P160 1.448
160 P -0.26 7.52 1.53  O159 1.448, N161 1.687, N164 1.664, N167 1.708
161 N 0.48 7.88 0.06  P160 1.687, C162 1.484, C163 1.449
162 C 1.43 6.82 -0.34  N161 1.484, H170 1.069, H171 1.106, H172 1.074
163 C 0.79 9.25 -0.31  N161 1.449, H173 1.086, H174 1.098, H175 1.090
164 N -1.48 8.63 1.71  P160 1.664, C165 1.445, C166 1.443
165 C -2.16 8.91 2.96  N164 1.445, H176 1.069, H177 1.112, H178 1.133
166 C -2.33 8.88 0.58  N164 1.443, H179 1.082, H180 1.101, H181 1.080
167 N -0.87 5.94 1.29  P160 1.708, C168 1.410, C169 1.508
168 C -1.28 5.15 2.38  N167 1.410, H182 1.090, H183 1.110, H184 1.058
169 C -1.72 5.57 0.10  N167 1.508, H185 1.072, H186 1.123, H187 1.126
170 H 1.80 7.04 -1.33  C162 1.069
171 H 0.95 5.83 -0.31  C162 1.106
172 H 2.25 6.88 0.35  C162 1.074
173 H 1.78 9.53 0.02  C163 1.086
174 H 0.03 9.93 0.10  C163 1.098
175 H 0.69 9.34 -1.39  C163 1.090
176 H -1.68 8.53 3.84  C165 1.069
177 H -2.36 9.99 3.12  C165 1.112
178 H -3.20 8.47 2.99  C165 1.133
179 H -3.27 8.39 0.80  C166 1.082
180 H -2.43 9.97 0.40  C166 1.101
181 H -1.82 8.44 -0.26  C166 1.080
182 H -2.35 5.27 2.53  C168 1.090
183 H -1.13 4.08 2.12  C168 1.110
184 H -0.65 5.39 3.20  C168 1.058
185 H -1.19 5.98 -0.74  C169 1.072
186 H -2.82 5.77 0.10  C169 1.123
187 H -1.68 4.45 0.02  C169 1.126
188 O -5.09 -6.64 0.03  P189 1.483
189 P -4.31 -5.39 -0.08  O188 1.483, N190 1.621, N193 1.671, N196 1.692
190 N -3.65 -5.03 -1.52  P189 1.621, C191 1.455, C192 1.457
191 C -2.48 -5.75 -2.01  N190 1.455, H199 1.113, H200 1.038, H201 1.093
192 C -4.67 -4.78 -2.53  N190 1.457, H202 1.117, H203 1.058, H204 1.085
193 N -2.96 -5.48 0.91  P189 1.671, C194 1.469, C195 1.465
194 C -2.44 -4.16 1.26  N193 1.469, H205 1.090, H206 1.076, H207 1.113
195 C -3.07 -6.50 1.96  N193 1.465, H208 1.086, H209 1.095, H210 1.054
196 N -5.27 -4.04 0.26  P189 1.692, C197 1.466, C198 1.439
197 C -6.27 -4.27 1.31  N196 1.466, H211 1.150, H212 1.083, H213 1.088
198 C -5.15 -2.67 -0.16  N196 1.439, H214 1.044, H215 1.068, H216 1.089
199 H -1.76 -5.97 -1.19  C191 1.113
200 H -1.93 -5.07 -2.56  C191 1.038
201 H -2.79 -6.60 -2.62  C191 1.093
202 H -4.35 -4.19 -3.42  C192 1.117
203 H -5.46 -4.21 -2.12  C192 1.058
204 H -5.02 -5.76 -2.85  C192 1.085
205 H -2.49 -3.46 0.43  C194 1.090
206 H -3.12 -3.69 1.95  C194 1.076
207 H -1.41 -4.21 1.69  C194 1.113
208 H -2.08 -6.93 2.05  C195 1.086
209 H -3.40 -6.12 2.93  C195 1.095
210 H -3.67 -7.27 1.56  C195 1.054
211 H -7.20 -3.81 0.82  C197 1.150
212 H -6.45 -5.33 1.42  C197 1.083
213 H -6.03 -3.80 2.27  C197 1.088
214 H -4.43 -2.58 -0.91  C198 1.044
215 H -5.07 -1.95 0.62  C198 1.068
216 H -6.04 -2.37 -0.72  C198 1.089
217 O 1.43 -5.90 0.30  P218 1.528
218 P 2.21 -6.59 1.42  O217 1.528, N219 1.669, N222 1.715, N225 1.682
219 N 2.44 -5.58 2.73  P218 1.669, C220 1.435, C221 1.459
220 C 1.50 -4.55 3.05  N219 1.435, H228 1.115, H229 1.050, H230 1.069
221 C 3.53 -5.63 3.69  N219 1.459, H231 1.058, H232 1.106, H233 1.058
222 N 3.79 -7.19 1.15  P218 1.715, C223 1.477, C224 1.506
223 C 4.84 -6.31 0.60  N222 1.477, H234 1.088, H235 1.077, H236 1.112
224 C 3.84 -8.51 0.42  N222 1.506, H237 1.076, H238 1.061, H239 1.088
225 N 1.29 -7.92 1.88  P218 1.682, C226 1.502, C227 1.460
226 C 0.32 -8.54 0.91  N225 1.502, H240 1.123, H241 1.077, H242 1.111
227 C 0.81 -8.06 3.26  N225 1.460, H243 1.085, H244 1.083, H245 1.109
228 H 1.02 -4.39 2.05  C220 1.115
229 H 1.96 -3.61 3.19  C220 1.050
230 H 0.78 -4.89 3.77  C220 1.069
231 H 4.23 -4.85 3.56  C221 1.058
232 H 4.04 -6.61 3.60  C221 1.106
233 H 3.02 -5.58 4.62  C221 1.058
234 H 4.58 -6.04 -0.42  C223 1.088
235 H 4.95 -5.39 1.15  C223 1.077
236 H 5.74 -6.97 0.59  C223 1.112
237 H 3.49 -8.41 -0.59  C224 1.076
238 H 4.85 -8.80 0.26  C224 1.061
239 H 3.30 -9.34 0.86  C224 1.088
240 H 0.73 -9.07 0.00  C226 1.123
241 H -0.38 -9.16 1.45  C226 1.077
242 H -0.11 -7.64 0.44  C226 1.111
243 H 0.84 -9.09 3.61  C227 1.085
244 H -0.19 -7.71 3.43  C227 1.083
245 H 1.47 -7.50 3.95  C227 1.109
246 O -1.74 2.48 -4.48  P247 1.480
247 P -0.95 3.59 -5.05  O246 1.480, N248 1.632, N251 1.647, N254 1.675
248 N -1.75 4.97 -5.40  P247 1.632, C249 1.462, C250 1.370
249 C -2.76 4.88 -6.45  N248 1.462, H257 1.078, H258 1.099, H259 1.073
250 C -1.65 6.13 -4.68  N248 1.370, H260 1.143, H261 1.091, H262 1.121
251 N -0.29 3.17 -6.50  P247 1.647, C252 1.480, C253 1.436
252 C -0.29 1.73 -6.82  N251 1.480, H263 1.061, H264 1.082, H265 1.090
253 C 0.12 4.11 -7.50  N251 1.436, H266 1.117, H267 1.092, H268 1.086
254 N 0.26 4.03 -3.97  P247 1.675, C255 1.456, C256 1.485
255 C 1.51 4.69 -4.32  N254 1.456, H269 1.059, H270 1.087, H271 1.079
256 C 0.10 3.79 -2.51  N254 1.485, H272 1.064, H273 1.089, H274 1.081
257 H -2.65 5.68 -7.16  C249 1.078
258 H -3.76 4.89 -6.00  C249 1.099
259 H -2.57 3.94 -6.93  C249 1.073
260 H -0.86 6.04 -3.86  C250 1.143
261 H -2.55 6.50 -4.17  C250 1.091
262 H -1.29 6.94 -5.37  C250 1.121
263 H -1.12 1.37 -7.37  C252 1.061
264 H 0.60 1.26 -7.23  C252 1.082
265 H -0.48 1.23 -5.88  C252 1.090
266 H 0.89 3.66 -8.17  C253 1.117
267 H -0.67 4.47 -8.16  C253 1.092
268 H 0.64 4.95 -7.04  C253 1.086
269 H 1.89 4.32 -5.24  C255 1.059
270 H 1.44 5.77 -4.30  C255 1.087
271 H 2.20 4.35 -3.57  C255 1.079
272 H 0.08 4.70 -1.97  C256 1.064
273 H 1.02 3.29 -2.20  C256 1.089
274 H -0.75 3.19 -2.23  C256 1.081

Values from the calculation:
Highest occupied orbital energy in hartree: -0.3021
Total charge: 0
Orbital gap in Eh: 0.314